19
Properties=species:S:1:pos:R:3 method="wB97M-V/def2-TZVPD" charge=0 homo_energy_ev=-10.084 largest_force_ha_per_bohr=0.08033 smiles=N#Cc1ncnc2[nH]cnc12.NO de_lowest_kj_mol=148.9
O 4.682 0.730 -3.821
N -2.909 -0.948 2.749
N 0.273 -0.337 0.822
N 4.151 1.617 -2.864
N 0.187 -1.195 4.423
N -3.342 -0.522 0.424
N -1.348 0.189 -0.727
C -1.071 -0.565 1.269
C -0.024 0.175 -0.363
C -0.672 -1.120 3.664
C -3.638 -0.843 1.702
C -1.583 -0.903 2.546
C -2.019 -0.314 0.279
H -1.735 0.531 -1.550
H 0.726 0.344 -1.139
H 4.318 1.021 -4.657
H 3.742 1.049 -2.114
H 4.978 2.031 -2.493
H -4.717 -0.940 1.850